[1]
{"formula": "C33H80FN3O9PS8", "method": "ωB97M-V with the def2-TZVPD basis set", "symbols": ["C", "C", "C", "C", "C", "P", "F", "C", "C", "C", "C", "N", "C", "N", "N", "C", "O", "C", "C", "C", "C", "C", "C", "H", "H", "H", "H", "H", "H", "H", "H", "H", "H", "H", "H", "H", "H", "H", "H", "H", "H", "H", "H", "H", "H", "H", "H", "H", "H", "H", "H", "H", "H", "H", "H", "C", "S", "O", "C", "H", "H", "H", "H", "H", "H", "C", "S", "O", "C", "H", "H", "H", "H", "H", "H", "C", "S", "O", "C", "H", "H", "H", "H", "H", "H", "C", "S", "O", "C", "H", "H", "H", "H", "H", "H", "C", "S", "O", "C", "H", "H", "H", "H", "H", "H", "C", "S", "O", "C", "H", "H", "H", "H", "H", "H", "C", "S", "O", "C", "H", "H", "H", "H", "H", "H", "C", "S", "O", "C", "H", "H", "H", "H", "H", "H"], "positions_angstrom": [[-1.998, -0.603, 3.890], [-0.869, -1.358, 3.100], [-0.298, -0.527, 1.858], [-1.488, -0.205, 0.858], [-1.002, 0.261, -0.572], [-0.708, 2.137, -0.783], [-0.681, 2.436, 0.955], [-2.566, 2.556, -0.781], [-2.850, 4.125, -0.694], [-2.964, 4.574, 0.814], [-2.117, 5.840, 1.183], [-0.672, 5.698, 0.889], [-0.043, 6.935, 0.544], [0.742, 7.081, -0.467], [-0.222, 8.130, 1.371], [1.217, 1.881, -0.769], [1.799, 3.150, -0.276], [2.890, 2.875, 0.517], [4.260, 3.085, 0.058], [5.347, 2.741, 0.972], [5.116, 2.186, 2.294], [3.744, 1.995, 2.761], [2.660, 2.354, 1.866], [-2.848, -0.259, 3.247], [-2.440, -1.339, 4.620], [-1.636, 0.269, 4.492], [-0.019, -1.528, 3.819], [-1.266, -2.320, 2.677], [0.109, 0.421, 2.287], [0.497, -1.154, 1.385], [-2.007, -1.205, 0.706], [-2.242, 0.459, 1.337], [-0.104, -0.372, -0.833], [-1.808, -0.025, -1.311], [-0.432, 3.535, -1.072], [-0.686, 1.907, -2.228], [-3.077, 2.073, -1.644], [-3.058, 2.128, 0.144], [-3.865, 4.262, -1.173], [-2.139, 4.736, -1.307], [-4.057, 4.863, 0.980], [-2.735, 3.764, 1.546], [-2.204, 5.971, 2.305], [-2.578, 6.765, 0.735], [-0.487, 5.066, 0.101], [0.818, 6.181, -0.961], [-1.143, 8.510, 1.152], [-0.151, 7.868, 2.357], [1.436, 1.016, -0.092], [1.618, 1.679, -1.799], [4.488, 3.509, -0.950], [6.389, 2.917, 0.629], [5.934, 1.888, 2.993], [3.474, 1.580, 3.759], [1.601, 2.233, 2.204], [0.338, 11.927, 0.479], [0.366, 11.595, 2.248], [-0.963, 11.034, 2.617], [0.380, 13.326, 2.758], [0.289, 10.973, -0.047], [-0.537, 12.528, 0.228], [1.251, 12.452, 0.193], [-0.498, 13.837, 2.360], [1.291, 13.804, 2.396], [0.360, 13.364, 3.847], [2.208, -5.971, 1.463], [2.810, -4.371, 2.028], [1.800, -3.821, 2.977], [2.585, -3.521, 0.454], [2.222, -6.662, 2.303], [1.186, -5.871, 1.091], [2.857, -6.347, 0.677], [1.539, -3.579, 0.147], [3.225, -3.980, -0.301], [2.868, -2.477, 0.582], [1.710, -9.938, -0.933], [2.844, -9.849, 0.462], [3.221, -8.411, 0.641], [4.217, -10.668, -0.365], [0.780, -9.444, -0.653], [2.143, -9.434, -1.798], [1.509, -10.981, -1.172], [4.489, -10.116, -1.266], [3.930, -11.688, -0.621], [5.065, -10.692, 0.318], [-0.014, -13.495, -3.286], [1.263, -12.681, -4.265], [1.915, -11.666, -3.390], [0.127, -11.802, -5.354], [0.472, -14.079, -2.505], [-0.664, -12.747, -2.829], [-0.595, -14.159, -3.926], [-0.532, -11.163, -4.766], [-0.458, -12.523, -5.926], [0.713, -11.189, -6.038], [2.903, 3.717, -6.083], [2.932, 3.385, -4.309], [1.627, 2.769, -3.951], [2.871, 5.112, -3.795], [2.896, 2.763, -6.610], [2.005, 4.281, -6.341], [3.795, 4.279, -6.363], [1.975, 5.588, -4.197], [3.764, 5.629, -4.150], [2.842, 5.144, -2.706], [2.961, -13.057, 4.659], [3.209, -11.669, 3.536], [3.370, -12.231, 2.164], [4.852, -11.236, 4.136], [1.997, -13.512, 4.435], [3.753, -13.794, 4.518], [2.961, -12.696, 5.688], [5.523, -12.089, 4.029], [4.788, -10.936, 5.183], [5.226, -10.402, 3.543], [-3.288, 3.319, -6.027], [-3.726, 3.975, -4.405], [-3.914, 2.823, -3.495], [-5.364, 4.563, -4.882], [-2.301, 2.862, -5.956], [-4.017, 2.567, -6.333], [-3.259, 4.133, -6.753], [-5.962, 3.732, -5.261], [-5.265, 5.336, -5.646], [-5.847, 4.985, -4.001], [-6.703, 5.680, 2.874], [-6.979, 3.991, 2.307], [-7.415, 4.063, 0.887], [-8.450, 3.703, 3.310], [-5.840, 6.083, 2.344], [-7.580, 6.292, 2.659], [-6.500, 5.675, 3.946], [-9.216, 4.442, 3.068], [-8.188, 3.765, 4.367], [-8.826, 2.704, 3.089]], "charge": -1, "max_force_ev_per_a": 2.6, "homo_lumo_gap_ev": 4.85}



[2]
{"formula": "C33H81F3IN15O26Si2", "method": "ωB97M-V with the def2-TZVPD basis set", "symbols": ["C", "C", "C", "C", "C", "C", "C", "C", "C", "C", "C", "Si", "C", "C", "C", "C", "N", "C", "N", "N", "O", "Si", "C", "O", "C", "F", "F", "F", "C", "I", "C", "C", "H", "H", "H", "H", "H", "H", "H", "H", "H", "H", "H", "H", "H", "H", "H", "H", "H", "H", "H", "H", "H", "H", "H", "H", "H", "H", "H", "H", "H", "H", "H", "H", "H", "H", "H", "H", "H", "H", "H", "H", "H", "H", "H", "H", "H", "C", "N", "O", "O", "H", "H", "H", "C", "N", "O", "O", "H", "H", "H", "C", "N", "O", "O", "H", "H", "H", "C", "N", "O", "O", "H", "H", "H", "C", "N", "O", "O", "H", "H", "H", "C", "N", "O", "O", "H", "H", "H", "C", "N", "O", "O", "H", "H", "H", "C", "N", "O", "O", "H", "H", "H", "C", "N", "O", "O", "H", "H", "H", "C", "N", "O", "O", "H", "H", "H", "C", "N", "O", "O", "H", "H", "H", "C", "N", "O", "O", "H", "H", "H"], "positions_angstrom": [[-3.521, 3.513, 1.229], [-4.606, 2.542, 0.782], [-4.527, 1.127, 1.371], [-4.288, 1.118, 2.886], [-2.887, 0.724, 3.386], [-2.903, -0.693, 3.960], [-1.615, -1.540, 4.015], [-0.265, -0.833, 3.897], [0.310, -1.000, 2.475], [1.246, -2.194, 2.532], [1.942, -2.708, 1.249], [1.612, -1.866, -0.368], [2.570, -2.845, -1.678], [3.169, -2.021, -2.803], [3.850, -2.844, -3.883], [2.892, -3.568, -4.810], [2.436, -4.902, -4.423], [3.315, -5.993, -4.370], [2.979, -7.124, -3.916], [4.625, -5.837, -4.842], [2.172, -0.293, -0.423], [3.477, 0.103, 0.504], [4.985, -1.000, 0.194], [5.444, -1.537, 1.462], [6.404, -2.460, 1.377], [7.365, -2.135, 0.488], [5.931, -3.660, 1.006], [6.985, -2.594, 2.577], [-0.214, -1.974, -0.876], [-1.218, -3.517, 0.241], [-0.395, -2.135, -2.399], [-0.702, -3.506, -2.964], [-3.633, 4.436, 0.679], [-3.570, 3.787, 2.271], [-2.552, 3.121, 0.968], [-5.572, 2.985, 0.980], [-4.517, 2.509, -0.294], [-5.476, 0.653, 1.166], [-3.800, 0.528, 0.844], [-4.482, 2.127, 3.195], [-4.996, 0.475, 3.382], [-2.162, 0.897, 2.608], [-2.661, 1.381, 4.203], [-3.251, -0.594, 4.976], [-3.624, -1.262, 3.395], [-1.639, -2.119, 4.922], [-1.651, -2.268, 3.222], [-0.305, 0.195, 4.217], [0.416, -1.346, 4.554], [-0.537, -1.153, 1.828], [0.801, -0.081, 2.180], [0.666, -3.008, 2.933], [1.996, -1.957, 3.269], [1.598, -3.716, 1.079], [2.999, -2.808, 1.449], [1.897, -3.611, -2.027], [3.380, -3.360, -1.179], [3.928, -1.383, -2.378], [2.454, -1.360, -3.266], [4.421, -2.156, -4.493], [4.573, -3.503, -3.433], [3.287, -3.651, -5.807], [2.001, -2.967, -4.910], [1.868, -4.869, -3.597], [2.016, -7.106, -3.594], [5.282, -5.648, -4.109], [4.715, -5.182, -5.597], [3.856, 1.500, 0.221], [3.087, 0.031, 1.923], [4.803, -1.815, -0.487], [5.771, -0.389, -0.218], [-0.704, -1.057, -0.603], [-1.222, -1.510, -2.675], [0.463, -1.754, -2.931], [-0.505, -3.470, -4.027], [-1.740, -3.756, -2.869], [-0.078, -4.289, -2.569], [10.247, -0.773, 0.437], [11.237, -0.164, -0.494], [12.307, 0.177, -0.043], [10.898, -0.045, -1.651], [10.684, -0.810, 1.426], [9.361, -0.149, 0.420], [10.022, -1.768, 0.068], [14.134, 2.795, 0.697], [15.428, 3.267, 1.264], [16.447, 2.733, 0.883], [15.376, 4.162, 2.078], [14.340, 1.999, -0.007], [13.526, 2.442, 1.521], [13.667, 3.641, 0.210], [-6.398, 4.643, -1.908], [-5.794, 3.697, -2.886], [-6.304, 3.601, -3.976], [-4.821, 3.073, -2.511], [-7.246, 5.124, -2.376], [-6.698, 4.059, -1.042], [-5.636, 5.368, -1.641], [-6.038, -2.893, -3.025], [-4.750, -2.572, -2.346], [-4.588, -2.967, -1.215], [-3.941, -1.926, -2.979], [-6.648, -3.462, -2.343], [-6.510, -1.951, -3.282], [-5.806, -3.463, -3.916], [-3.527, 4.654, 6.168], [-3.138, 4.706, 4.736], [-3.865, 5.299, 3.965], [-2.108, 4.156, 4.426], [-4.452, 5.194, 6.291], [-3.645, 3.611, 6.436], [-2.722, 5.112, 6.735], [-10.556, -4.597, -4.211], [-9.235, -4.071, -3.767], [-8.235, -4.525, -4.280], [-9.258, -3.213, -2.913], [-10.384, -5.349, -4.970], [-11.046, -5.014, -3.338], [-11.123, -3.757, -4.600], [-10.994, 0.106, -1.910], [-11.773, -0.688, -2.900], [-11.902, -0.239, -4.017], [-12.218, -1.745, -2.515], [-10.658, 1.015, -2.392], [-11.654, 0.319, -1.076], [-10.159, -0.509, -1.592], [-2.547, 5.867, -4.129], [-3.763, 6.412, -3.474], [-4.818, 6.307, -4.060], [-3.623, 6.918, -2.383], [-2.836, 5.448, -5.085], [-1.847, 6.688, -4.248], [-2.141, 5.110, -3.468], [1.764, -5.931, 5.182], [0.680, -4.976, 4.820], [-0.061, -5.278, 3.912], [0.618, -3.953, 5.464], [1.695, -6.789, 4.526], [2.708, -5.411, 5.057], [1.615, -6.212, 6.219], [10.130, 3.916, -1.822], [11.265, 4.269, -0.925], [11.212, 3.912, 0.232], [12.179, 4.891, -1.416], [9.399, 3.365, -1.244], [9.718, 4.844, -2.201], [10.533, 3.314, -2.629], [-7.742, 5.009, 4.739], [-6.810, 3.862, 4.564], [-6.823, 3.274, 3.512], [-6.088, 3.600, 5.507], [-8.312, 5.124, 3.827], [-8.383, 4.780, 5.583], [-7.136, 5.887, 4.940], [1.224, 3.677, 1.305], [2.149, 4.299, 0.319], [3.243, 4.647, 0.706], [1.749, 4.410, -0.817], [1.726, 3.641, 2.264], [0.322, 4.276, 1.361], [0.994, 2.679, 0.945]], "max_force_ev_per_a": 1.2, "homo_lumo_gap_ev": 8.68}